Here is a molecular structure, C25H37NO6S2SiTa from the Open Molecules 2025 dataset. Energies are from ωB97M-V with the def2-TZVPD basis set.

Geometry as ORCA input:
```
! RIJCOSX wB97M-V def2-TZVPD def2/J DEFGRID3
* xyz 3 1
Ta -5.03950 0.67774 -1.03376
S -3.92579 0.53435 0.74468
S -3.42530 0.86011 -3.49908
Si 3.70485 -0.25546 1.69867
O -2.16152 1.43344 -3.72298
O 3.22480 0.48922 2.99040
O -4.47572 1.76926 -2.85380
O 4.74429 -1.41362 1.79429
O 3.10148 0.15338 0.30519
O -5.48510 -1.27133 -1.80044
N -3.58801 -0.28944 -2.30150
C -4.10211 0.07171 -6.12814
C 3.64887 0.40286 4.43481
C 0.98256 1.34114 0.11601
C 3.15684 2.58352 0.36874
C 6.41367 -1.26872 0.04223
C 5.54962 -2.23407 0.82738
C -6.90448 2.49268 0.79849
C -4.11767 -0.12758 -4.76794
C -4.59657 -1.08949 -2.70661
C -7.46856 0.22091 1.34738
C -5.39406 -2.17274 -4.92730
C 5.09980 0.83466 4.49495
C -7.03723 2.21893 -0.56672
C 2.46102 1.37818 -0.23754
C 6.36584 -3.15870 1.70405
C -7.54495 -0.09618 -0.02667
C -4.73955 -1.23331 -4.15600
C 4.56826 -2.98446 -0.04966
C -4.74501 -0.90070 -6.89868
C 3.44568 -1.02778 4.89062
C -7.42872 0.91640 -0.98014
C -5.37629 -1.99279 -6.31108
C 2.68493 1.29393 -1.73443
C 2.73023 1.36977 5.14985
C -7.19034 1.51048 1.75351
H 7.04769 -1.82622 -0.64690
H 3.00881 2.62729 1.44902
H -7.64656 -0.55643 2.07951
H 2.75214 3.49919 -0.06159
H 0.53342 2.28173 -0.20643
H 5.71759 -3.79251 2.30835
H 5.80133 -0.58400 -0.54926
H 3.74951 1.28117 -1.96545
H 3.69854 -1.10625 5.94782
H -5.86023 -2.72615 -6.94208
H 3.91021 -3.60890 0.55552
H 6.98257 -3.79997 1.07476
H 0.83722 1.24870 1.19349
H -4.75181 -0.79669 -7.97541
H 4.22544 2.56040 0.14677
H -6.62447 3.49076 1.11229
H -5.87279 -3.03445 -4.48164
H 3.97069 -2.29567 -0.64990
H 2.96587 1.37011 6.21377
H -6.94513 3.03092 -1.28178
H 5.73984 0.13958 3.94735
H 1.68886 1.07316 5.03003
H 5.43431 0.84307 5.53204
H 4.09017 -1.71583 4.34223
H -3.62565 0.93024 -6.58257
H 5.22352 1.84041 4.09249
H 2.22683 0.39274 -2.14186
H 2.86113 2.38288 4.77074
H 0.46393 0.52890 -0.40173
H -7.15378 1.75467 2.80680
H 7.02341 -2.59097 2.36142
H -7.77288 -1.10702 -0.33990
H 5.11753 -3.63508 -0.72981
H -7.66218 0.72671 -2.02594
H 2.40396 -1.32857 4.77165
H 7.06213 -0.69822 0.70762
H 2.24262 2.16404 -2.22020
*
```

Energy above the lowest of the compared OMol25 structures with the same formula, charge and spin ... 0.0 kcal/mol
HOMO ... -0.641 hartree

Here is a molecular structure, C25H37O2Tb at a distorted geometry from the Open Molecules 2025 dataset. Energies are from ωB97M-V with the def2-TZVPD basis set.

Geometry as ORCA input:
```
! RIJCOSX wB97M-V def2-TZVPD def2/J DEFGRID3
* xyz 0 7
Tb 0.39208 -0.64587 -0.84008
O -0.38731 0.57511 -2.92749
O 0.43476 -1.88700 -5.41269
C -1.13186 1.71316 -3.52942
C 1.75767 -3.48356 2.89553
C -1.28166 -0.74240 1.03280
C 1.18326 -2.39447 0.52517
C 0.68648 0.75002 -3.96773
C 1.94245 -4.99805 2.78012
C -1.71836 0.43423 0.34328
C 2.30453 0.28575 0.65889
C -1.57330 -1.87206 0.20552
C 0.64636 -1.72238 -7.87549
C 1.20372 1.15982 0.90162
C 2.78432 0.52507 -0.66256
C 0.57277 -3.20477 3.82440
C 0.18026 2.16114 -4.27331
C 1.59002 -2.84036 -7.37140
C -2.19118 1.10322 -4.45133
C -2.29708 0.01983 -0.89336
C -2.16858 -1.40053 -1.00347
C 0.11425 -1.08693 -6.58702
C 3.02812 -2.85713 3.47001
C 1.96989 1.55723 -1.23846
C 1.47000 -2.90008 1.60153
C 1.42102 -2.86701 -5.82992
C 0.97631 1.92456 -0.28331
C -1.61110 2.77752 -2.56672
H 3.24636 -3.31969 4.43841
H -0.34124 -3.65716 3.42394
H -2.59463 1.88489 -5.11266
H 0.71025 1.32197 1.86162
H 2.91157 -1.78005 3.62688
H 0.02393 2.42280 -5.33469
H 2.62440 -2.55723 -7.59761
H -1.79119 0.30033 -5.09659
H 2.15865 -5.40104 3.77704
H 2.16287 2.06681 -2.18206
H 3.87896 -3.02965 2.80338
H 1.20319 -1.00740 -8.48453
H 0.42243 -0.00393 -4.71472
H 1.10286 -3.86552 -5.48955
H 0.77739 -3.64690 4.80555
H -0.96778 -0.89885 -6.58475
H -2.19239 2.38648 -1.72549
H 0.40778 -2.12987 3.95746
H 2.77570 -5.25192 2.11716
H -2.55064 -1.99415 -1.83646
H -0.15385 -2.10566 -8.50079
H -2.25229 3.46746 -3.13504
H -1.72735 1.44694 0.74740
H 2.37004 -2.58063 -5.33583
H 0.60623 -0.10688 -6.43957
H 2.66637 -0.47353 1.35073
H -1.32810 -2.90509 0.44565
H -0.81934 -0.77448 2.02069
H -3.01252 0.67137 -3.85295
H 1.40119 -3.83007 -7.80352
H 1.72868 0.58423 -3.63906
H -2.90175 0.63436 -1.55205
H 0.72068 2.93338 -3.69338
H 0.25987 2.73929 -0.38403
H 1.03285 -5.48340 2.41013
H 3.65832 0.06872 -1.13027
H -0.75349 3.32564 -2.16863
*
```

<S²> ... 12.73
HOMO (alpha / beta) ... -0.274 / -0.276 hartree